{
  "formula": "C15H17N3O3",
  "method": "ωB97M-V/def2-TZVPD",
  "symbols": ["O", "O", "O", "N", "N", "N", "C", "C", "C", "C", "C", "C", "C", "C", "C", "C", "C", "C", "C", "C", "C", "H", "H", "H", "H", "H", "H", "H", "H", "H", "H", "H", "H", "H", "H", "H", "H", "H"],
  "xyz": [[-0.265603, 0.249985, -0.779273], [1.873571, -0.032035, -2.432068], [0.123743, -0.670669, 1.299571], [-3.878157, 1.827798, -0.214206], [1.742446, -0.908274, -0.249125], [3.572687, -1.038077, -1.505033], [-1.595983, 1.890773, 0.653907], [5.071295, -2.125673, 0.245652], [-3.017003, 2.524618, 0.766359], [-1.569383, 0.776106, -0.445207], [0.471912, -0.461212, 0.142099], [2.809923, -1.998360, 1.887702], [2.737901, -1.507578, 0.559385], [-2.034920, 1.501311, -1.759663], [3.887112, -1.569809, -0.274207], [-3.997533, 0.359761, 0.097063], [2.292466, -0.620385, -1.457359], [-3.476004, 1.994361, -1.608682], [4.018426, -2.550787, 2.387194], [-2.616743, -0.300777, -0.100578], [5.144675, -2.627847, 1.556815], [-2.689476, -1.040614, -0.920308], [-0.821727, 2.623328, 0.416251], [-4.777535, -0.088391, -0.543976], [-4.119900, 1.418718, -2.299517], [-3.549944, 3.009662, -1.949628], [-2.954139, 3.588268, 0.494799], [-1.268148, 1.445495, 1.635267], [4.093896, -2.943943, 3.406721], [-2.352756, -0.813453, 0.832097], [4.217190, -0.661784, -2.196492], [-1.942130, 0.856701, -2.650484], [6.028666, -3.102610, 1.906578], [1.970193, -1.807316, 2.513756], [-4.326087, 0.232116, 1.111857], [5.937187, -2.233082, -0.416926], [-3.363090, 2.448733, 1.823771], [-1.377025, 2.354939, -1.934113]],
  "forces_ev_per_angstrom": [[1.76, -1.28, 1.05], [-1.44, 0.23, 0.32], [0.30, 0.21, -1.69], [-2.12, -0.37, 0.85], [-1.36, 0.26, 0.37], [1.59, -0.98, 1.18], [1.36, -1.09, 1.09], [0.04, -0.11, -0.62], [0.67, -0.74, -0.99], [-1.58, 1.03, -0.36], [-1.77, 0.75, 2.04], [0.56, 0.65, -0.94], [1.60, -0.85, 0.78], [0.95, -0.47, -0.26], [0.82, -0.94, 2.19], [0.48, 1.50, -0.91], [0.43, 1.84, -3.84], [0.34, -0.89, 0.42], [-0.32, 0.26, -0.80], [0.25, -0.76, -0.10], [-1.72, 0.67, -0.70], [0.33, 0.24, 0.36], [-0.09, 0.09, -0.15], [0.42, 0.32, 0.13], [-0.06, 0.10, 0.73], [-0.14, 0.70, 0.20], [-0.23, -0.29, 0.09], [-0.40, 0.30, -0.90], [-0.29, 0.30, -0.41], [0.21, -0.03, -0.37], [-0.49, -0.32, 0.31], [0.16, -0.01, 0.50], [0.65, -0.17, 0.16], [-0.50, -0.28, 0.42], [-0.17, 0.19, 0.53], [-0.27, 0.16, 0.27], [-0.21, -0.10, -1.01], [0.21, -0.11, 0.07]],
  "homo_ev": -8.283,
  "total_charge": 0,
  "de_lowest_kcal_mol": 57.6,
  "multiplicity": 1,
  "largest_force_ha_per_bohr": 0.0832,
  "smiles": "O=C(OC12CCN(CC1)CC2)n1c(=O)[nH]c2ccccc21"
}


{
  "formula": "C6H9P",
  "method": "ωB97M-V/def2-TZVPD",
  "symbols": ["P", "C", "C", "C", "C", "C", "C", "H", "H", "H", "H", "H", "H", "H", "H", "H"],
  "xyz": [[0.304675, 0.703813, 0.079960], [-1.059078, 1.505406, 1.062620], [0.684920, -0.918884, 0.862453], [0.139850, -1.932282, -0.096063], [-0.380910, -0.025611, -1.367789], [1.757591, 1.333700, -0.537676], [-0.267360, -1.437808, -1.279901], [1.779173, -0.979162, 0.870927], [-1.833196, 0.776476, 1.296869], [0.148772, -2.979021, 0.155943], [-0.446848, 0.508166, -2.301293], [-1.484936, 2.307419, 0.456685], [-0.601095, -2.067791, -2.089745], [0.323224, -1.049090, 1.885141], [-0.654215, 1.931952, 1.980906], [1.589433, 2.322717, -0.979038]],
  "forces_ev_per_angstrom": [[-0.55, -0.31, 0.60], [0.68, 0.00, -0.37], [0.03, 0.08, 0.25], [0.26, -0.10, 0.47], [0.59, -0.19, -0.23], [-0.03, 0.39, 0.09], [-0.74, 0.30, -0.47], [-0.12, 0.06, 0.07], [0.03, -0.08, -0.02], [0.01, -0.18, -0.05], [-0.32, 0.06, -0.09], [0.02, -0.04, 0.04], [0.08, -0.13, -0.15], [-0.02, 0.06, -0.04], [-0.02, -0.01, 0.01], [0.08, 0.08, -0.11]],
  "homo_ev": [-7.640, -7.880],
  "total_charge": 0,
  "de_lowest_kcal_mol": 92.7,
  "multiplicity": 1,
  "largest_force_ha_per_bohr": 0.0181
}